w) Here is one molecule with the formula C8H7NO3 from the OMol25 dataset. Energies are from wB97M-V/def2-TZVPD.

CARTESIAN COORDINATES (ANGSTROEM)
C 1.9242 0.6754 -0.5941
C 1.6097 1.8536 0.0107
C 1.0686 -0.4021 -0.9192
C 0.4307 1.9201 0.7213
C -0.1626 -0.2002 -0.2888
C -0.4514 0.9060 0.4932
C -1.2012 -1.2611 -0.2152
C -2.3470 -0.3029 0.6500
N -3.4326 0.1357 -0.4579
O -3.5173 1.2885 -0.7164
O -4.0313 -0.7780 -0.9409
O -1.5960 0.7019 1.2235
H 2.9122 0.7093 -1.1270
H 2.2861 2.6176 0.3053
H 1.5150 -1.2587 -1.2283
H 0.1729 2.7589 1.3135
H -1.6104 -1.6893 -1.1880
H -0.7346 -1.9290 0.5246
H -2.9464 -0.8502 1.3756

Output
SMILES: O=[N+]([O-])[C@H]1Cc2ccccc2O1
E_HOMO (eV): -9.01
Total charge: 0
HOMO-LUMO gap (eV): 9.58
E_LUMO (eV): 0.567
Multiplicity: 1

***

x) Here is one molecule with the formula C8H7NO3 from the OMol25 dataset. Energies are from wB97M-V/def2-TZVPD.

CARTESIAN COORDINATES (ANGSTROEM)
C -1.9415 -1.1479 -0.6725
C -1.8151 0.5612 1.0961
C -0.7286 -0.6430 -1.1267
C -0.6280 1.0580 0.6624
C -2.6144 -0.4592 0.4148
C 2.1119 0.3642 0.1069
C 1.2164 0.7995 -1.1147
C -0.1269 0.4412 -0.5605
N 2.2509 -0.9958 0.0698
O -3.7846 -0.6965 0.8060
O 2.4372 1.0603 1.0225
O 2.9627 -1.4513 1.0339
H -2.3442 -2.0369 -1.1300
H -2.3859 1.2066 1.8158
H -0.2719 -1.0752 -2.0814
H -0.2470 1.8443 1.1628
H 1.1975 1.8626 -1.3324
H 1.4953 0.1426 -1.9476
H 3.2163 -0.8346 1.7749

Output
E_HOMO (spin up / spin down) (eV): -9.84 / -8.63
Total charge: 0
HOMO-LUMO gap (spin up / spin down) (eV): 7.93 / 6.85
E_LUMO (spin up / spin down) (eV): -1.916 / -1.779
Multiplicity: 1

***

Relative energies with respect to the most stable structure, expressed in eV: w) 0.000; x) 0.142.

***

w) Here is one molecule with the formula C5H6FN from the OMol25 dataset. Energies are from wB97M-V/def2-TZVPD.

CARTESIAN COORDINATES (ANGSTROEM)
C -0.6306 -0.2503 0.3200
C -0.1398 1.1721 0.0733
C 1.2056 1.1172 -0.0963
C 1.6131 -0.2427 0.0013
C 0.5917 -1.1425 0.1284
H -1.8249 -0.5378 -1.2668
H -2.6517 -0.1860 0.0717
H -0.8246 -0.2371 1.4240
H -0.7420 2.0983 -0.0242
H 1.8653 1.8667 -0.3601
H 0.5879 -2.2263 0.1384
N -1.8808 -0.7608 -0.2924
F 2.8310 -0.6708 -0.1173

Output
SMILES: N[C@@H]1C=CC(F)=C1
E_HOMO (eV): -8.51
Total charge: 0
HOMO-LUMO gap (eV): 9.18
E_LUMO (eV): 0.669
Multiplicity: 1

***

x) Here is one molecule with the formula C5H6FN from the OMol25 dataset. Energies are from wB97M-V/def2-TZVPD.

CARTESIAN COORDINATES (ANGSTROEM)
C -1.5346 -1.2831 0.4711
C -0.2394 -0.3154 0.2594
C 1.1305 -0.5983 0.0171
C 0.8051 1.6048 -0.4626
C -0.3846 1.0771 -0.0205
H -1.7986 -1.4435 1.5604
H -1.4249 -2.4484 0.0251
H -2.3932 -0.9318 -0.1918
H 1.4904 -1.6540 -0.2527
H 2.6696 0.8767 -0.4964
H -1.2437 1.6033 0.0846
N 1.7559 0.6211 -0.4473
F 1.1675 2.8917 -0.5462

Output
SMILES: Cc1c[nH]c(F)c1
E_HOMO (eV): -8.27
Total charge: 0
HOMO-LUMO gap (eV): 9.31
E_LUMO (eV): 1.033
Multiplicity: 1

***

Relative energies with respect to the most stable structure, expressed in eV: w) 0.000; x) 0.186.

***

w) Here is a 2-piece molecular cluster, C2H5NS overall from the OMol25 dataset. Energies are from wB97M-V/def2-TZVPD.

CARTESIAN COORDINATES (ANGSTROEM)
C -1.4791 -0.0033 -0.1094
C -0.0458 -0.5015 -0.0898
H -1.8870 0.5097 0.9177
H -1.0905 0.8603 -0.9010
H -2.4421 -0.6917 -0.6263
H 0.2251 -1.5832 0.5652
H 3.1425 1.3846 0.7042
N 0.9121 0.2542 -0.2902
S 2.6649 -0.2291 -0.1705

Output
E_HOMO (eV): -9.00
Total charge: 0
HOMO-LUMO gap (eV): 8.35
E_LUMO (eV): -0.645
Multiplicity: 1

***

x) Here is a 2-piece molecular cluster, C2H5NS overall from the OMol25 dataset. Energies are from wB97M-V/def2-TZVPD.

CARTESIAN COORDINATES (ANGSTROEM)
C 1.0800 1.8661 0.1348
C 0.6856 0.9232 -0.6225
N -0.8780 -1.9494 0.0288
S -2.0070 -0.8566 0.6284
H 1.9962 1.6960 0.8200
H 0.6342 2.8491 0.3914
H -0.0260 0.3921 -1.2151
H -0.7069 -2.6225 0.7662
H -0.7782 -2.2980 -0.9321

Output
E_HOMO (spin up / spin down) (eV): -8.08 / -8.70
Total charge: 0
HOMO-LUMO gap (spin up / spin down) (eV): 7.11 / 9.10
E_LUMO (spin up / spin down) (eV): -0.966 / 0.392
Multiplicity: 1

***

Relative energies with respect to the most stable structure, expressed in eV: w) 0.368; x) 0.000.